Density functional theory data (ωB97M-V with the def2-TZVPD basis set) for a structure of composition C32H45BiCl2N2PS in a non-equilibrium geometry.

Last column: Löwdin charge in e.
Element x y z (Å)
P: -0.132 0.652 -2.286  0.88
C: -1.764 0.229 -3.070  -0.44
C: -2.233 1.081 -4.263  -0.20
C: -3.678 0.709 -4.633  -0.20
C: -3.823 -0.787 -4.935  -0.21
C: -3.312 -1.637 -3.766  -0.19
C: -1.865 -1.267 -3.416  -0.20
C: 1.264 0.085 -3.365  -0.44
C: 1.174 0.503 -4.841  -0.20
C: 2.484 0.163 -5.570  -0.20
C: 2.832 -1.325 -5.431  -0.21
C: 2.889 -1.744 -3.956  -0.19
C: 1.579 -1.413 -3.230  -0.21
C: -0.042 2.506 -2.428  -0.43
C: -1.188 3.156 -1.633  -0.23
C: -1.180 4.681 -1.796  -0.20
C: 0.175 5.278 -1.398  -0.21
C: 1.318 4.619 -2.177  -0.20
C: 1.314 3.094 -2.001  -0.22
H: -2.454 0.412 -2.233  0.03
H: -1.579 0.918 -5.129  0.10
H: -2.189 2.147 -4.022  0.09
H: -4.005 1.306 -5.494  0.10
H: -4.335 0.973 -3.793  0.12
H: -4.870 -1.030 -5.156  0.10
H: -3.243 -1.032 -5.837  0.11
H: -3.944 -1.470 -2.884  0.12
H: -3.376 -2.704 -4.012  0.11
H: -1.506 -1.876 -2.580  0.09
H: -1.220 -1.488 -4.276  0.10
H: 2.114 0.607 -2.903  0.07
H: 3.297 0.766 -5.139  0.11
H: 0.962 1.574 -4.934  0.10
H: 0.346 -0.032 -5.323  0.10
H: 2.406 0.441 -6.628  0.10
H: 3.786 -1.538 -5.928  0.10
H: 2.065 -1.922 -5.946  0.11
H: 3.100 -2.817 -3.870  0.11
H: 3.712 -1.215 -3.456  0.12
H: 1.660 -1.666 -2.172  0.05
H: 0.767 -2.016 -3.652  0.11
H: -0.184 2.736 -3.494  0.10
H: -2.155 2.738 -1.930  0.09
H: -1.074 2.897 -0.572  0.06
H: -1.395 4.933 -2.845  0.11
H: -1.985 5.121 -1.194  0.11
H: 0.338 5.119 -0.324  0.11
H: 0.176 6.363 -1.562  0.10
H: 2.284 5.024 -1.852  0.11
H: 1.215 4.858 -3.246  0.11
H: 2.126 2.657 -2.591  0.10
H: 1.517 2.831 -0.956  0.08
Bi: 0.000 0.000 0.000  0.88
Cl: 2.388 0.233 -0.188  0.02
Cl: -2.378 0.333 0.234  -0.04
C: -0.352 -1.792 -0.264  -0.59
H: -1.412 -2.010 -0.474  -0.01
C: 0.442 -3.015 -0.238  -0.37
C: 1.850 -3.059 -0.191  -0.17
C: 2.518 -4.276 -0.184  -0.12
C: 1.803 -5.478 -0.211  -0.16
C: 0.407 -5.456 -0.254  -0.13
C: -0.264 -4.237 -0.272  -0.08
H: 2.398 -2.122 -0.173  0.00
H: 3.604 -4.293 -0.152  0.09
H: -0.154 -6.386 -0.276  0.08
H: -1.350 -4.211 -0.311  0.10
H: 2.332 -6.428 -0.200  0.07
N: 1.892 -1.784 2.795  0.12
C: 1.344 -0.531 3.087  -0.62
N: 0.605 0.243 2.224  -0.14
C: 0.158 1.342 2.924  -0.33
C: -0.660 2.359 2.418  -0.04
C: -1.064 3.417 3.249  -0.07
C: -0.653 3.463 4.591  -0.11
C: 0.168 2.454 5.105  -0.10
C: 0.552 1.420 4.256  -0.54
S: 1.495 0.113 4.639  1.11
H: 2.436 -2.296 3.503  0.11
H: 1.599 -2.268 1.966  0.05
H: -0.997 2.345 1.413  0.01
H: -1.702 4.197 2.855  0.10
H: -0.973 4.277 5.228  0.09
H: 0.487 2.475 6.140  0.10

Properties
Strongest force on any atom ... 0.2013 hartree/bohr
Spin multiplicity ... 1
LUMO level ... 2.415 eV
DFT total energy ... -3230.40278 a.u.
Charge ... -1


Density functional theory data (ωB97M-V with the def2-TZVPD basis set) for a structure of composition C4H5N3O in a non-equilibrium geometry.

Last column: Löwdin charge in e.
Element x y z (Å)
C: 0.185 0.006 2.255  -0.13
C: -1.013 0.850 1.787  -0.16
C: 0.209 0.094 -0.140  -0.35
C: -0.386 -0.985 -1.872  -0.13
H: 0.376 -1.277 1.871  0.20
H: 1.021 0.631 3.009  0.17
H: -1.971 0.561 1.313  0.11
H: -0.856 1.909 2.121  0.12
H: -0.985 -1.621 -2.689  0.17
N: 0.258 0.929 1.113  -0.11
N: 1.266 0.145 -0.865  0.09
N: 0.855 -0.492 -2.040  0.01
O: -1.027 -0.509 -0.658  0.01

Properties
Strongest force on any atom ... 0.1284 hartree/bohr
Spin multiplicity ... 1
LUMO level ... 0.628 eV
DFT total energy ... -394.71165 a.u.
Charge ... 0
Relative energy (zero: lowest compared OMol25 entry of this formula, charge and spin) ... 6.964 eV


Density functional theory data (ωB97M-V with the def2-TZVPD basis set) for a structure of composition C8H7AuBBrF4N5O2 in a non-equilibrium geometry.

Last column: Löwdin charge in e.
Element x y z (Å)
Au: 1.308 1.550 -1.153  0.86
N: -1.861 3.034 2.612  0.12
N: -0.591 2.896 2.108  -0.27
N: 0.407 2.399 2.874  0.14
C: 1.306 2.043 1.953  -0.14
N: 0.912 2.375 0.678  -0.16
N: -0.300 2.914 0.825  0.06
H: -1.802 3.217 3.633  0.12
H: -2.467 3.469 1.940  0.09
H: 2.246 1.599 2.169  0.09
Br: -1.006 -2.099 1.665  0.80
C: -1.088 -2.083 -0.206  -0.67
C: -2.274 -2.472 -0.765  -0.18
C: -2.494 -2.349 -2.121  -0.08
C: -1.541 -1.690 -2.909  -0.01
C: -0.402 -1.128 -2.266  -0.14
C: -0.111 -1.367 -0.928  -0.06
C: 0.486 -0.290 -3.180  -0.58
O: 0.266 -0.374 -4.401  0.00
O: 1.499 0.437 -2.758  -0.27
H: -3.035 -2.787 -0.058  0.08
H: -3.330 -2.805 -2.635  0.10
H: -1.705 -1.481 -3.943  0.10
H: 0.801 -1.116 -0.360  0.09
F: 1.600 -0.807 1.651  0.05
B: 2.948 -0.782 1.421  -1.32
F: 3.590 -0.228 2.620  0.01
F: 3.239 0.023 0.338  0.08
F: 3.400 -2.100 1.197  0.09

Properties
Strongest force on any atom ... 0.0564 hartree/bohr
Spin multiplicity ... 1
LUMO level ... 2.439 eV
DFT total energy ... -3867.59267 a.u.
Charge ... -1
Relative energy (zero: lowest compared OMol25 entry of this formula, charge and spin) ... 0.000 eV


Density functional theory data (ωB97M-V with the def2-TZVPD basis set) for a structure of composition C25H31Br2ClGeNO2Re in a non-equilibrium geometry.

Last column: Mulliken spin population.
Element x y z (Å)
Re: -0.281 0.874 -0.407  1.00
Br: -3.730 -3.003 0.166  0.00
C: -2.830 -2.019 1.505  0.01
C: -3.041 -2.338 2.854  -0.01
C: -2.383 -1.655 3.842  0.00
Br: -2.678 -2.149 5.653  0.00
C: -1.497 -0.603 3.519  -0.02
C: -0.768 0.184 4.443  0.03
C: 0.038 1.187 3.986  -0.02
C: 0.143 1.418 2.599  0.05
N: -0.501 0.684 1.723  0.06
C: -1.318 -0.307 2.158  0.02
C: -1.954 -1.018 1.100  -0.01
O: -1.697 -0.721 -0.128  -0.03
H: -3.727 -3.133 3.109  0.00
H: -0.852 -0.027 5.501  0.00
H: 0.601 1.808 4.669  0.00
H: 0.754 2.217 2.204  0.01
C: -2.683 2.358 -3.629  0.00
Ge: -3.136 2.348 -1.734  0.05
C: -4.451 0.922 -1.453  -0.01
C: -4.054 4.050 -1.359  0.00
C: -1.744 2.075 -0.408  -0.29
H: -3.588 2.575 -4.203  0.00
H: -2.289 1.388 -3.932  0.00
H: -1.927 3.110 -3.852  0.00
H: -5.227 0.957 -2.221  0.00
H: -4.924 1.016 -0.473  0.00
H: -3.948 -0.045 -1.494  0.00
H: -4.894 4.186 -2.045  0.00
H: -3.372 4.894 -1.478  0.00
H: -4.439 4.061 -0.337  0.00
H: -2.085 2.560 0.523  0.04
C: 3.588 1.009 1.598  -0.01
C: 3.967 1.095 0.116  0.00
C: 3.259 2.272 -0.557  0.02
C: 3.759 -0.242 -0.574  -0.01
C: 4.878 -0.865 -1.118  0.00
C: 4.811 -2.126 -1.686  0.01
C: 3.591 -2.784 -1.676  0.00
C: 2.437 -2.200 -1.164  0.01
C: 1.158 -3.016 -1.201  0.00
C: 0.562 -3.207 0.198  0.00
C: 0.130 -2.455 -2.187  0.02
C: 2.504 -0.889 -0.643  0.01
O: 1.413 -0.282 -0.185  0.07
H: 3.688 1.986 2.083  0.00
H: 4.231 0.297 2.121  0.00
H: 2.559 0.670 1.700  0.00
H: 5.042 1.296 0.065  0.00
H: 2.186 2.251 -0.374  -0.01
H: 3.406 2.262 -1.637  0.00
H: 3.644 3.217 -0.161  0.00
H: 5.831 -0.346 -1.076  0.00
H: 5.690 -2.590 -2.115  0.00
H: 3.525 -3.792 -2.075  0.00
H: 1.437 -4.007 -1.573  0.00
H: 0.406 -2.246 0.683  0.00
H: 1.233 -3.801 0.824  0.00
H: -0.403 -3.719 0.138  0.00
H: -0.233 -1.477 -1.885  0.00
H: -0.739 -3.118 -2.242  0.00
H: 0.566 -2.362 -3.183  0.00
Cl: 0.356 1.315 -2.614  0.03

Properties
Strongest force on any atom ... 0.0376 hartree/bohr
Spin multiplicity ... 2
LUMO level (spin up / spin down) ... 2.125 / 1.987 eV
<S²> ... 0.788
DFT total energy ... -8939.98850 a.u.
Charge ... -1
Relative energy (zero: lowest compared OMol25 entry of this formula, charge and spin) ... 0.000 eV


Density functional theory data (ωB97M-V with the def2-TZVPD basis set) for a cluster of 15 separate species, C6H41O15 in total in a non-equilibrium geometry.

Last column: Löwdin charge in e.
Element x y z (Å)
O: -3.660 1.877 -0.471  0.36
H: -3.096 1.127 -0.270  0.16
H: -4.254 2.048 0.263  0.17
H: -3.100 2.650 -0.576  0.16
C: -2.372 7.043 2.252  -0.10
C: -1.434 6.263 1.242  -0.72
C: -0.517 5.395 2.069  -0.13
O: -2.059 5.674 0.169  -0.36
H: -3.080 7.730 1.788  0.05
H: -1.705 7.716 2.791  0.05
H: -2.863 6.311 2.894  0.05
H: -0.766 6.980 0.765  0.09
H: -1.148 4.537 2.303  0.05
H: -0.072 5.804 2.976  0.06
H: 0.334 5.009 1.508  0.06
C: 1.320 -0.591 0.902  -0.10
C: 0.402 -0.936 -0.301  -0.70
C: 0.955 -2.053 -1.173  -0.10
O: -0.916 -1.132 0.092  -0.37
H: 2.363 -0.344 0.704  0.05
H: 1.490 -1.442 1.562  0.05
H: 0.867 0.165 1.544  0.05
H: 0.521 -0.040 -0.910  0.09
H: 0.351 -2.149 -2.076  0.05
H: 0.847 -2.987 -0.623  0.06
H: 1.960 -1.810 -1.518  0.06
O: 6.347 0.721 1.251  -0.05
H: 5.916 0.884 2.090  0.02
H: 5.787 1.152 0.605  0.03
O: 4.681 -4.780 0.501  -0.05
H: 4.056 -4.101 0.248  0.02
H: 4.535 -5.487 -0.129  0.03
O: -2.129 -5.962 -1.453  -0.05
H: -1.833 -5.858 -0.549  0.02
H: -2.416 -5.086 -1.714  0.02
O: -3.530 -2.494 -2.976  -0.06
H: -2.837 -2.453 -3.635  0.01
H: -3.143 -2.097 -2.195  0.02
O: -1.440 -2.298 -6.131  -0.05
H: -1.952 -1.943 -6.857  0.03
H: -0.612 -1.819 -6.164  0.02
O: 4.609 0.472 5.002  -0.05
H: 3.794 0.460 4.500  0.03
H: 4.732 1.392 5.238  0.03
O: 1.966 -0.403 -6.188  -0.05
H: 2.363 0.449 -6.367  0.03
H: 2.691 -0.945 -5.877  0.03
O: -0.759 2.471 -4.217  -0.06
H: -0.340 1.625 -4.373  0.02
H: -0.138 2.947 -3.665  0.03
O: -0.138 2.176 5.762  -0.05
H: -0.791 2.421 6.417  0.02
H: -0.457 1.347 5.404  0.01
O: -1.878 -4.604 2.239  -0.06
H: -1.815 -3.754 1.803  0.02
H: -1.599 -4.434 3.138  0.02
O: 0.822 -6.710 -3.966  -0.06
H: 0.388 -6.557 -4.805  0.03
H: 0.174 -6.453 -3.310  0.02
O: -1.545 -1.127 4.431  -0.05
H: -1.423 -1.142 3.482  0.02
H: -2.457 -0.860 4.552  0.03

Properties
Strongest force on any atom ... 0.0384 hartree/bohr
Spin multiplicity ... 1
LUMO level ... 0.908 eV
DFT total energy ... -1381.59622 a.u.
Charge ... -1
Relative energy (zero: lowest compared OMol25 entry of this formula, charge and spin) ... 6.591 eV